Computed, not measured: ClH2HfO as an isolated structure, with ωB97M-V/def2-TZVPD.

## Properties
- Kohn-Sham gap (Eh) = 0.1417
- net charge = +3

Element x y z (Å)
Hf1 -0.932 -2.840 0.127
Cl1 0.037 -1.388 -1.469
O1 0.469 1.172 0.733
H1 -0.166 1.930 0.846
H2 0.592 1.126 -0.236


Computed, not measured: a 2-piece molecular cluster, ClH2N2O overall, with ωB97M-V/def2-TZVPD.

## Properties
- ΔE to the lowest compared entry with this formula, charge and spin (eV) = 3.017
- Kohn-Sham gap (Eh) = 0.3303
- net charge = -1

Element x y z (Å)
N1 0.433 -0.025 0.195
N2 0.423 -0.423 -1.177
O1 1.092 0.358 -1.854
Cl1 -1.904 -0.396 1.840
H1 -0.421 -0.450 0.746
H2 0.378 0.936 0.251


Computed, not measured: ClH2N2O as an isolated structure, with ωB97M-V/def2-TZVPD.

## Properties
- ΔE to the lowest compared entry with this formula, charge and spin (eV) = 6.370
- Kohn-Sham gap (spin up / spin down) (Eh) = 0.3253 / 0.3251
- net charge = -1

Element x y z (Å)
N1 -0.095 0.000 0.103
N2 0.101 1.194 0.160
O1 1.050 1.523 1.880
Cl1 -0.804 -1.559 -2.164
H1 -0.418 -0.532 -0.853
H2 0.166 -0.626 0.874


Computed, not measured: a 2-piece molecular cluster, ClH2N3 overall, with ωB97M-V/def2-TZVPD.

## Properties
- ΔE to the lowest compared entry with this formula, charge and spin (eV) = 4.904
- Kohn-Sham gap (spin up / spin down) (Eh) = 0.2939 / 0.2913

Element x y z (Å)
N1 0.532 0.356 -0.328
N2 0.243 -1.725 0.641
N3 -0.514 0.980 -0.330
Cl1 1.665 -2.321 0.930
H1 -0.387 2.054 -0.466
H2 -1.539 0.657 -0.447


Computed, not measured: an isolated ion of composition ClH2NO2P and charge -1, with ωB97M-V/def2-TZVPD.

## Properties
- SMILES string = N[P@](=O)([O-])Cl
- ΔE to the lowest compared entry with this formula, charge and spin (eV) = 0.405
- Kohn-Sham gap (Eh) = 0.3340
- net charge = -1

Element x y z (Å)
N1 0.995 -0.195 0.390
P1 -0.421 -0.075 -0.477
O1 -1.256 -1.325 0.018
O2 -0.397 0.392 -1.898
Cl1 -1.309 1.593 0.596
H1 1.581 0.631 0.451
H2 0.806 -1.021 0.918


Computed, not measured: an isolated ion of composition ClH2NO2P and charge -1, with ωB97M-V/def2-TZVPD.

## Properties
- 2S+1 = 3
- Kohn-Sham gap (spin up / spin down) (Eh) = 0.1121 / 0.2144
- net charge = -1

Element x y z (Å)
N1 0.025 -0.396 0.233
O1 -1.384 -0.219 2.414
O2 -2.012 -1.835 0.560
P1 -1.451 -0.571 1.039
Cl1 -2.545 1.146 0.238
H1 -0.099 -0.570 -0.663
H2 0.512 0.464 0.334


Computed, not measured: a 2-piece molecular cluster, ClH2O2P overall, with ωB97M-V/def2-TZVPD.

## Properties
- ΔE to the lowest compared entry with this formula, charge and spin (eV) = 0.000
- 2S+1 = 3
- Kohn-Sham gap (spin up / spin down) (Eh) = 0.3185 / 0.2691

Element x y z (Å)
O1 -1.855 0.421 -0.442
O2 1.058 -1.196 0.508
P1 2.126 -0.739 -0.353
Cl1 2.481 1.204 0.151
H1 -2.229 0.789 0.362
H2 -1.582 -0.478 -0.226


Computed, not measured: one molecule with the formula ClH2O2PS2, with ωB97M-V/def2-TZVPD.

## Properties
- SMILES string = OP(O)(=S)SCl
- ΔE to the lowest compared entry with this formula, charge and spin (eV) = 0.302
- Kohn-Sham gap (Eh) = 0.3448

Element x y z (Å)
O1 1.116 -1.401 -0.003
P1 0.194 -0.100 -0.252
O2 1.284 0.907 -0.725
S1 -1.382 -0.681 -1.215
S2 -0.474 0.537 1.725
Cl1 -2.320 1.049 1.321
H1 0.480 -2.144 -0.277
H2 1.103 1.834 -0.574


Computed, not measured: ClH2OZr as an isolated structure, with ωB97M-V/def2-TZVPD.

## Properties
- ΔE to the lowest compared entry with this formula, charge and spin (eV) = 0.000
- Kohn-Sham gap (Eh) = 0.2662
- net charge = +3

Element x y z (Å)
Zr1 -9.632 5.414 32.410
Cl1 -7.521 3.977 32.970
O1 -7.984 6.917 32.401
H1 -7.853 7.737 31.925
H2 -7.166 6.784 32.880


Computed, not measured: one molecule with the formula ClH3N2O2S, with ωB97M-V/def2-TZVPD.

## Properties
- SMILES string = NNS(=O)(=O)Cl
- ΔE to the lowest compared entry with this formula, charge and spin (eV) = 0.285
- Kohn-Sham gap (Eh) = 0.4129

Element x y z (Å)
N1 0.010 -1.415 -0.662
N2 -0.224 -0.106 -0.496
S1 0.018 0.852 0.800
O1 -0.946 1.917 0.836
O2 0.285 0.140 1.960
Cl1 1.718 1.788 0.222
H1 0.771 -1.682 -1.303
H2 -0.738 -2.038 -0.380
H3 -0.894 0.542 -0.977


In eV, the E_tot values for the records above are, in order, -15864.406, -17582.634, -17579.282, -17018.223, -27433.481, -27427.728, -25936.349, -47611.024, -15840.579, -30479.531.
In eV/Å, the largest force on an atom values for the records above are, in order, 4.66, 5.10, 3.77, 2.68, 4.26, 6.42, 4.47, 2.93, 6.71, 3.51.